(1)
# C3ClO2

The ion C3ClO2 with charge -1 at a distorted geometry (wB97M-V/def2-TZVPD, the Open Molecules 2025 dataset).

Properties
LUMO, hartree: 0.146
E, a.u.: -725.0312
Strongest force on any atom, eV Å⁻¹: 1.31
Orbital gap, eV: 8.33
Net charge: -1

Atoms and positions in Å:
C  -0.19064  -0.09963  -0.02792
C  1.08151  -0.47999  -0.01205
O  -2.32385  1.05660  -0.00189
C  -1.22161  0.60821  0.00253
Cl  2.35460  1.17245  -0.00308
O  1.74931  -1.46153  -0.00664

(2)
# C26H59GeIrO4PSSi3

A structure of composition C26H59GeIrO4PSSi3 (wB97M-V/def2-TZVPD, the Open Molecules 2025 dataset).

Properties
LUMO, hartree: -0.365
E, a.u.: -5115.5403
Strongest force on any atom, eV Å⁻¹: 0.64
Orbital gap, eV: 6.24
Net charge: +3

Atoms and positions in Å:
O  0.97356  2.43438  -0.95129
H  0.68354  0.77100  -4.38147
H  3.28132  -2.80994  3.52637
S  -2.14740  3.08136  -3.36694
C  -2.62848  -2.13444  2.64476
Si  1.30873  -1.26678  3.69923
H  3.07955  -4.34722  0.03890
H  -2.80946  6.68094  -3.09134
H  -1.16344  4.00173  -5.30385
C  -2.56792  5.74658  -3.59579
H  -4.21575  2.64514  1.09338
C  -0.91762  4.09974  -4.24491
H  3.35873  -1.90381  -3.17825
H  0.03361  -3.12493  -1.65756
C  -3.64262  0.10195  -1.85490
H  0.05737  3.65028  -4.07323
H  5.05851  0.38356  -2.88139
H  -4.08390  -2.84066  -0.58700
H  -4.66647  -0.27949  -1.90765
C  0.32783  3.49783  -0.20533
H  5.00045  -0.64922  0.90069
H  3.04008  0.40143  1.54423
H  0.45222  1.08048  3.36957
C  -3.38456  2.43401  0.41605
C  0.18749  -4.11544  -1.22855
C  4.57535  0.77709  -1.98352
C  -3.05207  4.55171  -2.78174
H  1.75699  -1.67970  -2.48255
C  2.43536  -4.55530  0.89427
C  4.43806  -1.33926  0.27189
H  -2.58764  -1.68645  3.63446
O  0.64830  0.37307  -2.37981
C  -2.61698  -1.08285  1.57197
H  -2.76547  4.63718  -1.73077
Si  3.58855  -0.55124  -1.16527
H  0.28284  4.35632  -0.86605
H  -0.69079  -1.87221  5.06426
C  1.10009  0.55723  4.07420
H  3.98003  1.64061  -2.28519
C  0.25389  -2.34572  4.79569
H  -0.55280  5.68353  -2.81496
H  -0.63191  6.23584  -4.48367
H  0.66603  0.67436  5.07022
H  -1.53529  -4.91701  1.51146
C  -0.47279  -5.12715  1.63153
H  -3.63621  1.12897  -2.19730
H  -2.58672  -2.61041  -1.48227
H  -0.22047  -5.09397  2.69258
H  0.97244  -4.61068  -1.80413
C  2.80420  -1.83881  -2.23829
C  -3.03970  0.98908  0.52529
H  0.04308  -3.33009  4.37577
H  1.75324  1.58859  1.29384
H  -2.56333  3.08555  0.70437
H  2.27184  0.39577  -3.67244
H  -1.81379  -2.85960  2.56830
H  -1.86513  0.45508  3.76662
H  0.80682  -2.50937  5.72558
Si  0.65694  -4.08404  0.58307
C  -2.62188  0.34674  1.76493
H  0.93902  3.72546  0.66534
H  3.78074  -1.13161  3.24447
H  -0.67611  3.19299  0.06785
H  3.76345  -1.93307  0.89578
C  1.33824  0.93338  -3.53174
C  -2.43179  1.05271  3.05553
H  2.89401  -2.81157  -1.75120
H  3.36321  -1.67272  4.86063
C  3.09739  -1.77198  3.80236
O  -1.51156  2.44938  -2.13694
C  2.62406  1.11782  0.84293
H  -3.41333  1.25845  3.49431
H  2.46728  -5.63498  1.06609
H  -4.12176  4.36293  -2.85373
C  -3.16733  -0.01312  -0.45251
H  2.06798  1.06265  4.09094
H  5.16433  -2.04210  -0.15165
H  -3.56004  -2.69807  2.57482
H  -2.55845  -3.41197  0.10009
O  2.20270  0.39196  -0.36240
C  -2.87754  -1.29811  0.18489
H  -0.72793  -4.69183  -1.37374
H  2.86830  -4.07962  1.77413
H  -3.05987  5.76777  -4.56989
C  -1.06697  5.53932  -3.76865
H  -3.68636  2.68727  -0.59482
H  1.52277  1.99176  -3.37572
H  -1.93388  2.01253  2.91736
H  -0.31912  -6.16091  1.30266
Ir  -1.04455  -0.17657  0.37399
H  -3.03413  -0.49339  -2.53516
H  5.36823  1.13516  -1.32433
P  0.57628  0.92679  -0.93821
C  -3.01785  -2.61578  -0.48181
Ge  0.41687  -1.76481  1.44476
H  3.35729  1.87255  0.56747

(3)
# C19H25IN5ORu

A structure of composition C19H25IN5ORu (wB97M-V/def2-TZVPD, the Open Molecules 2025 dataset).

Properties
<S²>: 8.771
LUMO (spin up / spin down), hartree: -0.181 / -0.286
E, a.u.: -1480.0244
Strongest force on any atom, eV Å⁻¹: 0.68
Orbital gap (spin up / spin down), eV: 8.68 / 5.92
Net charge: +2
Spin multiplicity: 6

Atoms and positions in Å:
H  -5.57084  0.81482  -1.07241
H  -1.12233  -0.67064  4.13118
H  2.19985  -2.01751  -3.64138
C  -4.54148  -1.33545  -2.43934
N  0.60500  1.69802  -1.37036
Ru  0.73618  -0.36281  -0.63154
C  0.67276  4.97194  -2.45822
H  -4.11401  1.30021  -0.19617
C  0.68421  4.81126  0.05901
C  2.24181  -0.64461  3.56838
H  -4.15396  1.36945  -1.96884
C  4.67818  -0.53034  2.19289
C  -4.48210  0.80591  -1.09557
H  2.87687  -3.58620  -3.77246
H  -0.30959  5.21670  0.25337
N  2.37977  -2.90884  -3.21993
H  5.59867  -0.66656  4.13085
C  0.98463  -0.48757  1.46947
H  -4.22525  -0.80213  -3.33534
C  2.23226  -0.54043  2.14584
N  -1.40133  -0.66853  -1.23980
H  0.93782  4.38164  -3.33110
H  -0.32532  5.38904  -2.59645
H  1.01964  -0.77166  5.33590
H  -4.20319  -2.36903  -2.50708
H  1.38228  5.79017  -2.35351
H  -5.62976  -1.32989  -2.40178
H  1.40237  5.62895  0.06230
C  1.68105  -3.25443  -2.12377
H  -1.15381  -0.50791  1.67664
O  0.95208  -2.43036  -1.51840
C  4.66177  -0.63409  3.59233
C  -0.19692  -0.53639  2.18790
C  3.49037  -0.48746  1.51927
C  3.47031  -0.69064  4.26337
H  0.94499  4.10824  0.84616
C  -4.00447  -0.65415  -1.16930
H  -4.07198  -0.94036  0.99615
I  3.58725  -0.31151  -0.62068
C  0.66558  2.85839  -1.30589
C  -2.54958  -0.66077  -1.21180
H  2.28132  -5.22583  -2.18042
C  -0.18812  -0.63479  3.58767
N  0.72797  4.14575  -1.24847
H  5.61984  -0.48360  1.66251
C  1.00656  -0.69043  4.25595
C  -4.42097  -1.43783  0.09067
H  -5.50798  -1.49446  0.12722
H  1.24950  -4.78516  -0.87217
H  3.45262  -0.77093  5.34279
N  1.77360  -4.51449  -1.68490
H  -4.02412  -2.45269  0.06926

(4)
# C44H60B2N15PS2W

A structure of composition C44H60B2N15PS2W at a distorted geometry (wB97M-V/def2-TZVPD, the Open Molecules 2025 dataset).

Properties
<S²>: 0.787
LUMO (spin up / spin down), hartree: -0.151 / -0.155
E, a.u.: -3788.2812
Strongest force on any atom, eV Å⁻¹: 1.97
Orbital gap (spin up / spin down), eV: 4.32 / 3.94
Net charge: +1
Spin multiplicity: 2

Atoms and positions in Å:
C  4.17013  -0.49364  -1.48136
C  -1.19310  2.19199  2.46789
H  -2.16943  0.18914  -2.05799
N  -5.11622  0.46102  -1.56166
C  -2.75964  3.77021  -3.23132
P  2.47035  -0.64895  -2.29264
N  -2.61066  0.17368  3.10096
H  0.78159  -3.52385  -3.92139
C  -0.67153  4.75437  3.55991
C  -2.29792  3.54640  -1.94792
C  1.69340  -0.97991  7.33330
N  -0.56077  -1.46910  2.25083
C  5.32600  -0.78032  -2.44484
H  0.24043  -2.12310  -3.02651
H  1.29511  0.00373  -5.19139
C  -3.00231  -0.24025  5.18284
H  -4.68894  -1.73337  -3.91284
C  -5.47922  0.00180  -2.80321
C  4.26021  -1.44552  -0.27895
H  -3.22760  -3.42407  -2.36523
C  -5.66404  1.63477  -0.91013
H  -3.01021  -2.46786  2.36129
H  -2.81555  -0.65582  6.16141
H  3.06677  1.37646  4.05995
B  0.96311  -0.46889  3.92388
H  5.27782  -1.39713  0.11623
H  1.68666  -3.34585  -0.22923
N  1.55019  -0.78962  -0.96993
H  0.70194  1.69695  -1.90649
H  5.26655  -0.18205  -3.35387
H  1.83359  -1.65502  8.16203
W  -1.31337  0.34297  1.37880
H  0.58776  1.54383  -4.72396
C  2.09875  0.88693  -3.35641
H  3.48661  1.17123  -0.27014
N  0.81130  0.81614  1.81491
H  0.12085  0.09458  -3.85841
C  2.58719  2.16329  2.03799
C  4.33190  0.91964  -0.90794
C  0.93017  -2.44907  -3.80295
H  -0.48795  5.72893  3.99323
C  2.89386  -3.38224  -2.62653
C  1.60540  2.00739  -2.43467
H  6.26271  -0.53066  -1.94249
C  1.67891  0.43639  7.34147
H  -4.90044  0.92558  5.31345
H  2.97256  2.16750  -4.82798
H  -0.70429  5.45256  1.52779
C  -1.01789  2.37788  3.84078
H  5.37775  -1.83396  -2.71555
H  -2.61432  -4.12903  1.95060
H  3.57330  -1.13197  0.50338
H  -6.22207  0.49927  -3.40091
C  -4.05558  0.57318  4.74635
N  -1.23766  3.23781  0.32744
C  -1.06553  3.33753  1.65784
C  -0.78417  3.62935  4.38438
H  1.35652  1.74519  5.57503
H  -2.12180  4.38054  -1.29007
N  -2.05992  -2.52812  -0.67181
H  -3.88148  -3.09867  0.04015
H  1.34174  2.87357  -3.04539
H  4.45089  1.67672  -1.67962
C  -4.72219  -1.09000  -3.05075
H  3.74346  0.58599  -4.77618
C  -0.79870  4.61063  2.20177
H  4.30076  -1.93570  -4.49735
H  1.49158  -4.04096  1.38897
C  -4.15710  -0.35076  -1.06088
S  -3.67272  -0.21708  0.60123
H  -3.33423  2.89396  -5.11330
C  -0.68798  -2.42134  -0.44341
H  2.29187  -3.51705  -1.72900
H  0.75512  -3.06429  4.78625
C  3.31116  1.37258  -4.15956
N  1.50487  -1.46017  6.12859
N  1.37188  0.60657  3.02750
C  -3.75842  0.82030  3.42556
H  -2.94723  4.78677  -3.55382
H  2.91469  -1.21101  -5.32382
H  3.10445  -2.95606  -5.29035
N  -3.90260  -1.30910  -1.96894
C  1.52492  1.75831  1.22240
H  -6.55222  1.37645  -0.33334
C  -2.85268  -2.88264  0.29648
H  1.79352  1.09163  8.18705
H  3.94378  -3.30901  -2.35100
C  -2.41594  -3.08843  1.68336
S  -0.08996  -0.78116  -0.87414
H  -2.94385  0.58060  -4.29920
N  0.24596  -1.56028  3.37129
C  -2.77307  1.42837  -3.64612
H  -4.29334  1.41494  2.70470
H  -4.92015  2.05450  -0.23839
N  1.38083  -0.38086  5.30954
H  -5.92184  2.36971  -1.66911
C  1.24636  -3.19565  0.74789
H  4.04888  -2.48213  -0.52727
N  -0.20322  -3.12278  0.60011
N  -1.57428  2.05893  -0.12580
H  5.23213  0.93739  -0.28959
B  -2.74343  -2.36548  -2.07809
H  -0.69423  3.73274  5.45914
C  -0.93344  -2.81931  1.91671
C  -2.31865  1.20092  -2.35493
C  -2.98855  2.71481  -4.10331
C  3.23808  -2.04444  -4.70301
H  4.09509  1.79005  -3.53118
C  2.45578  1.41274  3.17468
C  -2.04061  2.24405  -1.47587
H  -1.95130  -1.97925  -2.88773
H  -1.08189  1.53054  4.51542
C  0.23591  -2.85607  3.86776
H  0.65071  -1.97072  -4.73711
H  -0.58323  -4.71468  3.10524
N  -2.14325  -0.46626  4.19523
H  3.33722  2.90122  1.81437
H  2.77522  -4.28072  -3.23551
H  1.23554  2.13443  0.25756
C  -0.42367  -3.65156  3.03807
H  1.67293  -2.28661  1.17637
C  2.40132  -2.17413  -3.42929
C  0.95937  0.59162  -4.33869
C  1.47976  0.78116  6.04129
H  2.36245  2.32332  -1.72087

Q: Which value of E does entry 4 give?
A: -3788.2812 a.u.